Density functional theory data (ωB97M-V/def2-TZVPD) for a structure of composition C8H12F24NaO6P4 at a distorted geometry.

Geometry as XYZ:
```
55
Properties=species:S:1:pos:R:3:forces:R:3
Na -0.27292 0.20766 0.32186 -0.7 -0.7 0.0
P -3.96091 0.91646 0.94176 -0.1 -2.7 -2.1
F -4.54385 -0.28658 1.80007 0.0 0.2 2.1
F -3.70015 1.89832 2.26279 -0.9 -0.4 -1.1
F -2.46670 0.38989 1.08375 1.2 0.7 0.7
F -3.53841 2.06609 -0.10421 1.0 0.9 0.3
F -4.05843 -0.17154 -0.29842 -0.3 1.0 -0.5
F -5.46464 1.36584 0.64177 -1.1 1.0 0.8
P -1.52227 0.66290 -3.71265 -2.2 -3.5 0.1
F -2.43817 1.90687 -3.20732 0.3 0.1 -0.2
F -2.21752 0.73988 -5.18815 -0.3 0.2 0.0
F -0.40008 1.67257 -4.28578 0.6 0.2 0.6
F -0.68125 -0.65958 -4.24634 0.3 1.3 0.4
F -0.84839 0.57810 -2.23283 0.5 0.5 -0.6
F -2.69241 -0.43539 -3.22019 1.1 1.8 -0.6
P -1.87501 -3.21116 -0.47829 -1.6 1.5 -0.1
F -2.94314 -3.08688 0.78966 1.0 0.4 -0.9
F -2.10380 -4.78653 -0.41961 0.0 -1.2 -0.4
F -3.14918 -3.01470 -1.52241 0.7 -0.5 0.7
F -0.88249 -3.34751 -1.73612 0.4 -1.1 -0.5
F -1.57280 -1.63491 -0.60086 -0.4 0.7 1.0
F -0.64052 -3.34665 0.54968 0.2 -0.3 0.2
P 0.18342 -0.99842 3.54990 -2.8 -0.9 -1.6
F 0.90837 -0.25705 2.29199 1.7 1.3 0.8
F 1.40331 -0.64747 4.59673 -0.9 0.2 -0.6
F -0.71317 0.29578 3.92554 1.4 0.9 0.3
F -0.72907 -1.75556 4.69287 1.3 -0.4 -0.4
F -0.94014 -1.27912 2.37801 -0.1 -1.0 1.1
F 0.95953 -2.37140 3.13662 0.0 0.2 0.7
C 4.70644 -2.61163 2.25583 1.1 1.1 -1.7
C 4.60185 -2.08951 0.79655 0.4 -0.7 0.4
C 4.27806 -3.12987 -0.29798 0.2 0.4 1.0
O 3.07476 -2.65783 -0.80606 -1.7 1.0 0.0
C 2.64694 -1.47664 -0.17339 -2.8 1.8 -1.9
O 1.64981 -0.81415 -0.54147 4.5 -3.3 1.8
O 3.55656 -1.13559 0.78634 -1.2 -0.3 -1.3
H 3.73716 -2.84704 2.69534 0.1 -0.1 -0.1
H 5.18962 -1.74464 2.70635 -0.3 -0.2 0.9
H 5.44969 -3.40886 2.24604 -0.2 -0.3 0.3
H 5.49931 -1.57888 0.44737 0.3 0.2 0.6
H 4.26154 -4.12110 0.15508 -0.8 -0.2 0.0
H 5.00525 -3.22554 -1.10430 0.2 0.5 -0.1
C -1.20044 4.59296 0.09909 -0.4 1.4 1.8
C -0.73919 3.56884 -0.83525 -1.9 -1.0 -2.0
C 0.10692 4.08393 -2.03961 -2.3 0.1 1.8
O 1.31617 3.48241 -1.78473 2.4 -0.7 -0.6
C 1.29460 2.58416 -0.76059 0.1 0.0 -0.4
O 2.22462 1.90907 -0.42423 -0.7 0.8 -0.2
O 0.06766 2.59217 -0.21704 1.3 -0.4 0.8
H -0.37343 4.84784 0.76180 0.1 0.3 0.1
H -2.03819 4.33730 0.74787 0.1 -0.8 0.0
H -1.57420 5.50905 -0.35829 0.3 0.0 -0.6
H -1.57759 2.97853 -1.20500 -0.2 0.2 -0.2
H 0.16948 5.16591 -1.92340 0.3 0.1 -0.4
H -0.43283 3.77914 -2.93620 0.8 -0.1 -0.4
```
Positions in Å, forces in eV/Å.

Output
Energy relative to the best compared isomer or geometry (same formula, charge and spin) = 2.1510 eV
Highest occupied orbital energy = -0.1067 Eh
Charge = -3
2S+1 = 1
Total energy = -4689.00647 Eh
Frontier orbital gap = 0.3043 hartree